# 1
Computed, not measured: a structure of composition C4H9AlBrO2, with ωB97M-V/def2-TZVPD.

Its HOMO energy is -5.2 eV. Its total charge is -1. The value obtained for the energy is -3124.869217 Ha. The LUMO energy is 3.287 eV. The value obtained for the orbital gap is 8.469 eV.

Element x y z (Å)
C1 -0.605 -0.539 -2.128
C2 -0.191 -0.891 -0.700
C3 0.728 0.189 -0.130
O1 0.029 1.407 -0.039
Al1 -0.899 1.288 1.536
O2 -0.020 -0.266 2.041
C4 1.126 -0.061 1.328
Br1 2.501 -1.452 1.562
H1 0.259 -0.562 -2.790
H2 -1.348 -1.250 -2.491
H3 -1.069 0.443 -2.155
H4 0.327 -1.853 -0.740
H5 -1.071 -1.018 -0.077
H6 1.589 0.232 -0.809
H7 -2.469 1.025 1.341
H8 -0.447 2.415 2.589
H9 1.560 0.893 1.661

# 2
Computed, not measured: a structure of composition C4H9AsCl6F6NiO5P, with ωB97M-V/def2-TZVPD.

Its expectation value of S² is 2.01. Its HOMO energy (alpha / beta) is 3.0 / 3.1 eV. Its total charge is -3. The multiplicity is 3. The value obtained for the energy is -7979.841328 Ha. The LUMO energy (alpha / beta) is 5.591 / 5.590 eV. The value obtained for the orbital gap (alpha / beta) is 2.592 / 2.509 eV.

Element x y z (Å)
Ni1 -0.250 0.416 0.147
C1 -3.209 -0.542 0.930
O1 -2.225 0.438 1.012
H1 -4.117 -0.114 0.466
H2 -3.426 -1.070 1.874
H3 -2.858 -1.335 0.234
P1 0.151 3.005 0.202
O2 0.390 1.937 -0.899
O3 -1.292 3.611 0.240
O4 1.085 4.136 0.642
O5 -0.008 1.908 1.343
As1 0.253 -0.792 3.675
F1 1.219 -2.244 3.454
F2 0.115 -0.702 1.862
F3 -0.614 0.683 3.956
F4 0.365 -0.990 5.427
F5 1.778 0.084 3.643
F6 -1.231 -1.711 3.741
C2 -1.726 1.813 -3.072
Cl1 -1.782 0.160 -2.382
Cl2 -2.177 1.752 -4.775
H4 -2.416 2.417 -2.490
H5 -0.723 2.207 -2.942
C3 0.482 -3.093 -2.154
Cl3 -0.010 -1.903 -0.887
Cl4 2.221 -3.458 -2.041
H6 -0.005 -4.042 -1.970
H7 0.340 -2.637 -3.126
C4 3.929 -0.050 -1.363
Cl5 5.460 0.599 -0.705
Cl6 2.677 -0.032 -0.100
H8 3.588 0.600 -2.164
H9 4.018 -1.051 -1.774

# 3
Computed, not measured: a structure of composition C4H9AsNS, with ωB97M-V/def2-TZVPD.

Its HOMO energy is -3.8 eV. As for the relative energy (zero: lowest compared OMol25 entry of this formula, charge and spin): 0.899 eV. Its total charge is -1. The value obtained for the energy is -2846.388380 Ha. The LUMO energy is 3.533 eV. The value obtained for the orbital gap is 7.311 eV.

Element x y z (Å)
C1 -1.945 1.994 -1.139
C2 -0.620 1.713 -0.897
C3 -0.259 0.936 0.419
As1 0.515 -0.902 0.042
N1 1.378 -2.699 -0.075
C4 1.875 -2.978 0.982
S1 2.402 -3.046 2.550
H1 -2.224 2.529 -2.085
H2 -2.753 1.640 -0.433
H3 0.144 2.043 -1.661
H4 -1.149 0.902 1.128
H5 0.525 1.553 0.971
H6 1.082 -0.487 -1.353
H7 -0.783 -1.416 -0.652
H8 -0.036 -1.360 1.454
H9 1.846 -0.422 0.750

# 4
Computed, not measured: a structure of composition C4H9BF8N2NiO5S2, with ωB97M-V/def2-TZVPD.

Its HOMO energy (alpha / beta) is -9.6 / -9.7 eV. As for the relative energy (zero: lowest compared OMol25 entry of this formula, charge and spin): 0.000 eV. Its total charge is 0. The value obtained for the energy is -3772.114111 Ha. The LUMO energy (alpha / beta) is 0.067 / 0.061 eV. The value obtained for the orbital gap (alpha / beta) is 9.715 / 9.723 eV.

Element x y z (Å)
Ni1 -1.215 0.964 0.732
F1 -0.523 3.054 2.541
B1 -1.277 2.720 1.479
F2 -2.027 3.726 1.017
F3 3.094 1.636 -2.680
C1 2.697 0.381 -2.480
F4 3.596 -0.244 -1.730
F5 2.593 -0.235 -3.650
S1 1.068 0.435 -1.622
O1 1.313 1.058 -0.346
O2 0.167 1.108 -2.521
N1 0.834 -1.123 -1.513
S2 -0.405 -1.812 -0.891
O3 -1.243 -0.925 -0.078
O4 -0.093 -3.083 -0.330
C2 -1.513 -2.168 -2.318
F6 -0.876 -2.869 -3.243
F7 -2.575 -2.851 -1.899
F8 -1.936 -1.018 -2.859
N2 -2.205 1.575 -0.786
H1 -2.792 2.382 -0.611
H2 -2.785 0.811 -1.122
H3 -1.556 1.798 -1.543
C3 1.302 -0.913 3.644
C4 0.629 -0.776 2.300
O5 -0.263 0.373 2.311
H4 1.949 -1.789 3.637
H5 0.565 -1.031 4.439
H6 1.924 -0.043 3.865
H7 -0.002 -1.630 2.076
H8 1.354 -0.647 1.495
H9 0.201 1.136 2.683

# 5
Computed, not measured: a structure of composition C4H9BN2, with ωB97M-V/def2-TZVPD.

Its HOMO energy is -7.0 eV. As for the relative energy (zero: lowest compared OMol25 entry of this formula, charge and spin): 2.124 eV. Its total charge is 0. The value obtained for the energy is -292.102650 Ha. The LUMO energy is 0.840 eV. The value obtained for the orbital gap is 7.833 eV.

Element x y z (Å)
B1 0.817 -0.017 0.906
C1 -1.255 -0.100 -0.574
C2 -0.107 -0.629 -1.117
C3 -2.045 1.211 1.310
C4 2.316 -0.877 -0.877
N1 -1.101 0.298 0.677
N2 1.048 -0.527 -0.354
H1 1.476 0.431 1.646
H2 -2.364 -0.272 -0.901
H3 0.023 -1.317 -1.963
H4 -2.940 1.178 0.672
H5 -2.288 1.000 2.461
H6 -1.617 2.250 1.277
H7 3.018 -1.589 -0.213
H8 2.212 -1.216 -1.943
H9 2.809 0.178 -1.006

# 6
Computed, not measured: an isolated molecule of C4H9BO2, with ωB97M-V/def2-TZVPD.

Its HOMO energy is -9.6 eV. As for the relative energy (zero: lowest compared OMol25 entry of this formula, charge and spin): 4.519 eV. Its total charge is 0. The value obtained for the energy is -333.060975 Ha. The LUMO energy is 0.601 eV. The value obtained for the orbital gap is 10.244 eV.

Element x y z (Å)
B1 0.671 -0.119 0.288
C1 -0.624 0.662 -0.145
C2 0.757 -0.402 1.903
C3 2.022 -0.041 -0.639
C4 -2.610 0.833 -1.456
O1 -0.694 -0.823 -0.333
O2 -1.529 1.377 -0.605
H1 1.495 0.221 2.361
H2 0.958 -1.419 1.945
H3 -0.235 -0.348 2.261
H4 2.987 0.071 -0.131
H5 1.772 0.622 -1.498
H6 2.187 -1.071 -1.178
H7 -3.462 1.577 -1.399
H8 -2.824 -0.187 -1.137
H9 -2.176 0.914 -2.558

# 7
Computed, not measured: a cluster of 2 separate species, C4H9BrN in total, with ωB97M-V/def2-TZVPD.

Its HOMO energy (alpha / beta) is -14.6 / -13.2 eV. As for the relative energy (zero: lowest compared OMol25 entry of this formula, charge and spin): 4.692 eV. Its total charge is +1. The value obtained for the energy is -2786.096799 Ha. The LUMO energy (alpha / beta) is -5.130 / -4.568 eV. The value obtained for the orbital gap (alpha / beta) is 9.459 / 8.672 eV.

Element x y z (Å)
C1 -0.564 -0.184 -1.780
C2 0.926 -0.145 -1.340
C3 0.196 -0.195 2.020
C4 -0.459 0.285 0.796
N1 -0.186 -0.514 -0.372
Br1 -2.252 0.908 0.835
H1 -0.959 0.844 -2.080
H2 -1.151 -0.964 -2.334
H3 1.573 -0.924 -1.527
H4 1.171 0.853 -1.209
H5 0.123 -1.289 2.056
H6 1.311 -0.082 1.999
H7 -0.141 0.461 2.893
H8 0.781 2.415 0.369
H9 -0.368 -1.470 -0.326

# 8
Computed, not measured: a structure of composition C4H9Cl2CrF2N2O4S, with ωB97M-V/def2-TZVPD.

Its expectation value of S² is 0.76. Its HOMO energy (alpha / beta) is -9.6 / -9.1 eV. As for the relative energy (zero: lowest compared OMol25 entry of this formula, charge and spin): 0.413 eV. Its total charge is 0. The multiplicity is 2. The value obtained for the energy is -3130.778427 Ha. The LUMO energy (alpha / beta) is -1.118 / -0.528 eV. The value obtained for the orbital gap (alpha / beta) is 8.487 / 8.568 eV.

Element x y z (Å)
Cr1 -0.783 0.767 1.696
O1 -3.176 1.216 4.679
Cl1 -2.287 1.233 3.605
O2 -1.016 0.602 3.912
O3 -2.759 0.441 2.457
O4 -2.010 2.527 3.086
C1 2.286 0.576 -1.830
N1 0.989 1.011 -1.315
C2 -0.169 0.393 -1.346
S1 -1.472 1.054 -0.371
N2 -0.501 -0.673 -2.071
C3 0.363 -1.601 -2.805
H1 3.029 1.284 -1.471
H2 2.310 0.588 -2.916
H3 2.552 -0.408 -1.453
H4 1.044 1.723 -0.589
H5 -1.438 -0.992 -1.890
H6 0.945 -1.084 -3.561
H7 -0.276 -2.318 -3.313
H8 1.022 -2.143 -2.129
F1 0.858 -1.354 0.533
C4 -0.081 -1.118 1.532
F2 -1.094 -2.011 1.273
H9 0.398 -1.409 2.465
Cl2 1.268 1.696 1.819

# 9
Computed, not measured: a cluster of 2 separate species, C4H9Cl2F3N2Si in total, with ωB97M-V/def2-TZVPD.

Its expectation value of S² is 2.01. Its HOMO energy (alpha / beta) is -5.0 / -10.1 eV. Its total charge is 0. The multiplicity is 3. The value obtained for the energy is -1776.658830 Ha. The LUMO energy (alpha / beta) is 0.448 / -0.848 eV. The value obtained for the orbital gap (alpha / beta) is 5.417 / 9.230 eV.

Element x y z (Å)
C1 -0.605 2.273 0.870
C2 0.799 0.602 1.680
C3 -2.578 0.556 0.755
C4 1.835 -1.135 -2.443
N1 -0.490 1.075 1.236
N2 -1.360 0.193 1.303
F1 3.166 -1.439 -2.482
F2 1.479 -0.958 -3.689
F3 1.853 0.134 -1.874
Si1 0.825 -2.260 -1.100
Cl1 -1.068 -1.779 -1.120
Cl2 1.139 -4.176 -1.672
H1 -1.592 2.683 0.458
H2 0.138 2.989 0.706
H3 1.850 -1.965 -0.073
H4 0.511 -0.374 2.350
H5 1.519 0.305 0.891
H6 1.230 1.305 2.304
H7 -3.027 1.363 1.445
H8 -2.363 0.874 -0.232
H9 -3.262 -0.267 0.688

# 10
Computed, not measured: an isolated molecule of C4H9Cl2N, with ωB97M-V/def2-TZVPD.

Its HOMO energy is -9.8 eV. As for the structure (SMILES): CC(C)(Cl)[C@H](N)Cl. As for the relative energy (zero: lowest compared OMol25 entry of this formula, charge and spin): 0.331 eV. Its total charge is 0. The value obtained for the energy is -1132.913657 Ha. The LUMO energy is 0.794 eV. The value obtained for the orbital gap is 10.583 eV.

Element x y z (Å)
C1 0.078 -0.418 1.433
C2 -0.247 -0.569 -0.038
C3 0.963 -1.067 -0.764
Cl1 -1.643 -1.703 -0.262
C4 -0.766 0.772 -0.626
N1 0.130 1.771 -0.543
Cl2 -2.499 1.007 0.019
H1 -0.906 -0.226 2.043
H2 0.652 0.514 1.578
H3 0.660 -1.273 1.726
H4 0.994 -1.039 -1.832
H5 1.194 -2.062 -0.376
H6 1.728 -0.472 -0.210
H7 -0.791 0.389 -1.831
H8 -0.211 2.713 -0.667
H9 0.664 1.663 0.350

# 11
Computed, not measured: the ion C4H9ClN with charge +1, with ωB97M-V/def2-TZVPD.

Its HOMO energy is -15.7 eV. As for the structure (SMILES): CC(Cl)=[N+](C)C. As for the relative energy (zero: lowest compared OMol25 entry of this formula, charge and spin): 0.981 eV. Its total charge is +1. The value obtained for the energy is -672.430128 Ha. The LUMO energy is -4.474 eV. The value obtained for the orbital gap is 11.197 eV.

Element x y z (Å)
C1 -1.508 0.982 -1.295
C2 -0.751 -0.438 -0.387
Cl1 -1.577 -1.897 -0.487
N1 0.341 -0.256 0.320
C3 0.958 -1.490 0.866
C4 0.964 1.057 0.600
H1 -0.513 1.298 -1.628
H2 -2.021 0.497 -2.157
H3 -2.134 1.560 -0.557
H4 1.336 -2.091 0.020
H5 0.138 -2.176 1.337
H6 1.652 -1.125 1.648
H7 0.308 1.515 1.360
H8 0.788 1.690 -0.277
H9 2.019 0.874 0.637

# 12
Computed, not measured: a cluster of 2 separate species, C4H9ClN2O in total, with ωB97M-V/def2-TZVPD.

Its HOMO energy is -7.6 eV. As for the relative energy (zero: lowest compared OMol25 entry of this formula, charge and spin): 3.022 eV. Its total charge is 0. The value obtained for the energy is -802.649229 Ha. The LUMO energy is 0.753 eV. The value obtained for the orbital gap is 8.346 eV.

Element x y z (Å)
C1 -2.615 -1.154 0.081
C2 -0.175 1.898 -0.427
C3 1.657 0.305 0.856
C4 1.029 -1.446 -0.618
N1 -0.037 0.535 -0.840
N2 0.847 -0.202 -0.250
O1 -3.346 -0.461 0.700
Cl1 -2.527 -2.881 0.336
H1 0.723 2.495 -0.634
H2 -0.996 2.309 -1.010
H3 -0.422 2.008 0.637
H4 1.006 0.614 1.674
H5 2.331 -0.472 1.205
H6 2.236 1.169 0.529
H7 1.745 -2.063 -0.118
H8 -1.907 -0.824 -0.690
H9 0.450 -1.832 -1.433